Computed, not measured: a molecular structure, C36H26BrFeN10O2, with wB97M-V/def2-TZVPD.

CARTESIAN COORDINATES (ANGSTROEM)
H: -5.3659 -1.5653 2.1502
N: -0.8653 2.2503 -2.7639
C: 0.1574 6.7268 -1.2916
C: 2.9825 -0.5614 -1.7196
H: 5.7465 -0.4986 0.7901
H: 0.6176 -1.8743 -1.7749
H: 2.8467 -0.8996 -2.7337
H: 6.0878 -3.7248 4.1825
C: -1.5240 0.0417 -3.3496
C: -1.0578 3.5262 -2.6471
H: 2.2790 1.0259 0.9220
H: 4.7776 0.5602 1.8139
C: -0.2246 -1.6166 -2.4048
N: 4.0365 -0.8707 -1.0102
H: 2.7788 4.7765 -0.3671
Fe: 0.5043 1.2514 -1.7954
C: 4.7697 -0.3751 1.2522
C: 5.2654 -3.2466 3.6683
N: -1.6486 1.9668 1.7223
H: -0.7670 -3.6614 -2.8035
C: 3.9735 -3.7106 3.8535
H: 0.0302 2.9501 0.9287
N: -0.6361 1.1854 -0.1103
C: -4.3848 -1.9602 2.3863
C: -3.4432 0.3241 1.9568
C: 1.0386 4.0405 -1.3789
C: -1.6735 0.4120 0.1709
Br: -0.4064 8.5273 -1.2077
C: -0.5564 -3.5214 3.2757
C: -2.3546 -0.8991 -3.9838
N: -0.4579 -0.3339 -2.5756
C: -2.7899 1.8458 -4.3030
H: 2.3400 -1.5560 1.8170
H: -1.9848 -0.4697 -0.3636
H: -3.5561 0.9376 2.8495
N: -0.2404 -4.6391 3.8260
C: -3.4186 -0.4384 -4.7928
O: 1.4940 2.8257 -1.3765
C: -3.0010 -3.8067 3.0673
H: 6.5273 -1.8293 2.6750
H: -1.5655 6.0628 -2.3401
C: -1.7632 1.4344 -3.4922
H: -5.1243 -3.9202 2.8349
H: -4.4197 1.2614 -5.5791
C: 1.5579 -3.5657 3.3707
C: -0.6189 5.7830 -1.8943
C: -3.6176 0.9035 -4.9482
C: 2.9256 -3.0882 3.1851
C: 1.3952 6.3601 -0.7359
N: 2.0919 0.2312 -1.0601
C: -0.6744 2.1371 0.8642
N: 3.8244 -0.2284 0.1559
C: 2.6650 0.4236 0.1167
H: -2.9780 2.8966 -4.4729
C: 5.5113 -2.1763 2.8213
C: 4.4651 -1.5541 2.1490
C: -1.8816 -2.9847 2.9770
H: -2.8784 -4.8403 3.3609
H: -4.3288 0.4682 1.3376
N: 1.1461 -4.6696 3.8859
C: -4.2498 -3.2872 2.7721
H: 2.0107 7.1162 -0.2667
C: -1.0138 -2.6255 -2.9858
C: -2.0685 -2.2681 -3.7750
H: -1.9375 3.9734 -3.1070
O: 0.5328 -2.7784 2.9510
H: -1.1394 -1.0199 2.5712
N: -2.2826 0.8708 1.2617
H: -2.6916 -3.0183 -4.2457
C: -2.0186 -1.6512 2.6090
C: 3.1726 -2.0142 2.3356
H: -4.0569 -1.1577 -5.2888
H: 3.7659 -4.5464 4.5075
C: 1.8226 5.0610 -0.7860
C: -3.2703 -1.1341 2.3097
C: -0.2040 4.4302 -1.9535

Kohn-Sham gap (alpha / beta) = 6.71 / 6.85 eV
Total charge = +1
HOMO (alpha / beta) = -10.19 / -10.31 eV
Relative energy (zero: lowest compared OMol25 entry of this formula, charge and spin) = 0.0 kcal/mol
Max |F| = 0.23 eV/A

Atom charges from the Mulliken analysis, given in e for atoms 1 to 5: number 1, H, carries 0.45; number 2, N, carries 0.21; number 3, C, carries -0.28; number 4, C, carries -0.62; number 5, H, carries 0.48

=====

Computed, not measured: a molecular structure, C36H26F6N5O4S5Ti at a distorted geometry, with wB97M-V/def2-TZVPD.

CARTESIAN COORDINATES (ANGSTROEM)
C: 4.5576 2.2540 -0.2443
C: 5.3517 -3.6749 -2.5020
C: -5.4102 0.2294 0.4790
N: 1.0874 1.3647 -2.9066
C: 6.0449 -3.3411 -1.3435
F: -1.6152 -5.2026 2.5076
C: -0.0678 -3.5279 -4.4232
S: -1.5530 0.5540 5.0436
N: 0.6357 1.3953 -5.0565
H: -0.6778 4.6312 0.4345
F: -2.2391 -2.9908 -0.9149
H: -4.3701 -0.9876 3.4719
C: 1.1251 2.6660 -3.3632
F: -3.2979 -3.5990 0.8612
C: 4.0786 0.9402 -0.1664
H: 1.1050 -4.3951 1.0902
Ti: 0.1015 -0.6053 0.2217
H: -1.3958 2.2835 0.3447
H: -0.1372 -5.5466 0.5367
H: 5.8944 -2.4442 0.6280
O: 2.3441 -2.7708 1.4799
N: -1.8218 -0.0006 -0.2450
H: 2.2893 -2.4922 -1.6385
F: -0.0115 -3.8855 3.1807
C: 3.3372 -2.7544 -1.5672
C: 4.0309 -2.4365 -0.4083
C: -3.0781 -0.5854 1.8418
S: 3.1331 -1.6966 0.9516
C: 0.4095 -2.7749 -5.4917
F: -2.2264 -5.0572 -0.3190
H: 4.7780 0.1241 -0.2507
H: -6.4372 -0.2829 2.2774
H: 5.6158 2.4255 -0.4110
C: -2.0834 0.4949 -1.3977
H: 5.8709 -4.1619 -3.3218
C: 1.8348 1.7709 0.1294
C: 0.0776 3.8602 0.3318
H: -1.3185 0.7810 -2.1155
C: -2.9944 -0.1286 0.5298
N: 0.4853 1.4814 0.2149
H: 0.5326 -3.2067 -6.4780
C: 2.3308 3.0852 0.0878
C: -5.4770 -0.2412 1.7748
H: -6.2983 0.5524 -0.0536
C: 0.2049 -1.6378 -2.8608
C: -2.1649 -3.7830 0.1577
C: -4.3153 -0.6375 2.4482
C: -0.8374 -3.5332 0.9831
C: 5.3827 -2.7220 -0.2880
H: 0.7713 3.5252 -5.3966
S: -3.7369 0.8685 -1.6963
H: 1.0658 -0.8439 -6.0826
C: -0.1773 -2.9732 -3.1670
C: -0.3451 2.4918 0.4186
C: 3.7043 3.3161 -0.0961
H: -0.5816 -3.5721 -2.3710
C: -1.1307 -3.9190 2.4566
C: -0.8125 1.0202 3.6002
C: 0.7013 -1.4454 -5.2560
H: 0.3250 1.0736 -5.9505
H: 7.1041 -3.5606 -1.2628
C: 2.7352 0.6777 0.0576
O: 4.1342 -1.1393 1.8243
O: -0.4435 -2.2085 0.9598
H: -2.1794 -0.8676 2.3779
C: 0.7917 0.6127 -3.9372
C: 3.9974 -3.3767 -2.6160
N: 2.1766 -0.6121 0.2635
C: 0.5804 -0.8427 -3.9974
H: 0.4929 -4.2737 -0.5345
C: 0.2231 -4.5228 0.4828
H: 4.0714 4.3385 -0.1197
F: -2.0338 -3.1311 3.0534
S: 0.2516 -0.0928 2.7857
H: 1.3540 3.4872 -2.6980
O: 0.1830 -1.2422 -1.6287
C: 1.3783 4.1528 0.1884
C: 0.8434 2.7097 -4.6936
H: 1.7277 5.1800 0.1380
C: -4.1561 0.2867 -0.1213
S: -1.1511 2.5785 2.9460
H: 3.4526 -3.6223 -3.5219
H: -0.3507 -4.5651 -4.5711

Kohn-Sham gap (alpha / beta) = 4.54 / 4.54 eV
Total charge = -2
HOMO (alpha / beta) = -0.76 / -0.77 eV
2S+1 = 2
Relative energy (zero: lowest compared OMol25 entry of this formula, charge and spin) = 41.9 kcal/mol
⟨S²⟩ = 0.75
Max |F| = 2.43 eV/A

Atom charges from the Mulliken analysis, given in e for atoms 1 to 5: number 1, C, carries -1.10; number 2, C, carries -0.42; number 3, C, carries -0.57; number 4, N, carries 0.17; number 5, C, carries -0.71

=====

Computed, not measured: a molecular structure, C36H26N4O2PPtS, with wB97M-V/def2-TZVPD.

CARTESIAN COORDINATES (ANGSTROEM)
P: 0.1434 -0.7530 -0.9488
H: 1.7699 1.4350 -2.3014
C: -0.6494 6.5593 0.7760
C: 2.1052 -0.4211 1.9422
H: 1.4677 -3.4271 -1.4509
C: -2.5969 -4.0102 3.1688
H: -1.0670 -1.5501 -3.4351
H: 1.2370 3.7752 0.4699
H: -3.7254 -0.1466 2.1831
H: -1.8580 -6.0415 -0.8252
C: -1.8342 5.9857 1.1827
C: -2.2498 -1.7676 2.3854
H: -3.3434 -4.0864 -0.4982
H: 5.8341 -0.0101 -1.7231
C: 1.8136 -0.6257 -1.6185
C: 2.8871 0.6052 2.2829
C: -1.2428 -4.2831 2.8964
H: 4.1508 0.8251 -3.3435
C: -1.9929 0.1977 -4.2567
H: -2.8374 2.0849 -4.8306
C: 4.8027 -0.2023 -1.4536
C: -0.8339 2.3384 1.2536
N: -0.9243 -2.0491 2.1263
C: 3.7378 0.3233 -2.4774
H: -2.3235 -0.3127 -5.1520
C: -0.1073 -4.8491 -1.1517
H: -2.7107 6.5847 1.3925
C: -1.9369 4.6020 1.3323
C: -2.2826 1.5461 -4.0731
C: -0.8111 3.7975 1.0822
C: -0.4532 -3.2834 2.3985
C: -0.4151 -2.4644 -1.0383
N: -1.9684 1.7371 1.5011
H: 1.3974 6.2276 0.1800
H: -2.4280 -1.8060 -0.6226
Pt: 0.0811 -0.3124 1.5233
O: -3.1326 4.1170 1.7080
C: -1.1520 1.5115 -1.9548
C: -1.7736 -2.6593 -0.7742
C: 3.4490 -1.3987 -0.0675
H: -3.2399 -4.7795 3.5764
H: -0.8122 2.0251 -1.0783
C: -1.2832 -0.4980 -3.2934
N: -1.7560 0.4040 1.7255
H: -0.8164 -5.2616 3.0642
C: 4.3374 0.6494 2.1654
C: -0.8664 0.1613 -2.1342
C: 2.3161 0.5158 -2.1285
H: -0.5927 7.6352 0.6662
H: 6.0811 0.4571 1.0336
H: 4.8702 1.2410 2.9011
C: 2.9627 -1.5615 -1.4540
N: 4.0277 -1.1000 -2.3058
C: 0.4726 5.7725 0.5072
C: -1.4542 -5.0387 -0.8832
H: 0.5406 -5.7016 -1.3103
S: 2.6353 -1.9514 1.3475
C: 5.0307 0.1948 1.1018
C: 0.4165 -3.5638 -1.2294
H: -3.0621 3.1429 1.7726
H: -4.1219 -2.5080 3.1319
H: -2.0864 3.2518 -2.7838
C: 4.4460 -0.4779 -0.0420
C: -1.8626 2.2025 -2.9276
H: 0.5883 -3.4617 2.1715
C: -2.2898 -3.9413 -0.7006
H: 2.3987 1.5227 2.5985
O: 0.2981 1.6884 1.0503
C: -3.0911 -2.7604 2.9196
C: -2.6950 -0.4610 2.0853
C: 0.3812 4.4082 0.6644

Kohn-Sham gap (alpha / beta) = 5.83 / 4.68 eV
Total charge = +1
HOMO (alpha / beta) = -8.77 / -10.46 eV
2S+1 = 5
Relative energy (zero: lowest compared OMol25 entry of this formula, charge and spin) = 83.1 kcal/mol
⟨S²⟩ = 6.05
Max |F| = 0.60 eV/A

Atom charges from the Mulliken analysis, given in e for atoms 1 to 5: number 1, P, carries 1.20; number 2, H, carries 0.68; number 3, C, carries -0.34; number 4, C, carries -0.11; number 5, H, carries 0.52

=====

Question: Which formula does entry 2 have?
Answer: C36H26F6N5O4S5Ti